ORCA calculation (the ωB97M-V functional and the def2-TZVPD basis) on C32H29N3O6SScSe as an isolated structure.

ORCA input file:
```
! wB97M-V def2-TZVPD RIJCOSX def2/J DEFGRID3
* xyz -1 1
Sc 0.229 0.183 -0.916
C -2.391 0.706 3.790
C -1.352 1.694 3.269
C -1.173 2.851 4.257
C -1.663 2.228 1.886
C -2.946 2.273 1.361
C -3.180 2.791 0.091
C -2.147 3.273 -0.697
C -2.392 3.773 -2.094
C -0.854 3.244 -0.167
C -0.623 2.730 1.099
H -2.049 0.263 4.728
H -2.566 -0.097 3.072
H -3.346 1.199 3.990
H -0.399 1.166 3.186
H -2.107 3.409 4.361
H -0.404 3.546 3.914
H -0.885 2.477 5.243
H -3.781 1.877 1.926
H -4.191 2.791 -0.302
H -2.029 3.037 -2.815
H -1.844 4.695 -2.288
H -3.455 3.947 -2.268
H -0.027 3.622 -0.757
H 0.389 2.712 1.488
O 1.491 -1.959 2.332
S 1.750 -0.977 1.317
O 0.907 0.233 1.309
N 1.559 -1.417 -0.174
C 1.928 -2.552 -0.853
C 2.722 -3.586 -0.428
C 2.995 -4.665 -1.297
C 2.488 -4.715 -2.562
C 1.661 -3.663 -3.028
C 1.086 -3.615 -4.317
C 0.306 -2.552 -4.665
C 0.083 -1.519 -3.738
N 0.592 -1.530 -2.526
C 1.380 -2.587 -2.171
C 3.428 -0.445 1.525
C 4.172 -0.948 2.582
C 5.487 -0.532 2.736
C 6.037 0.373 1.838
C 5.278 0.867 0.784
C 3.963 0.461 0.617
H 3.132 -3.578 0.574
H 3.625 -5.471 -0.940
H 2.708 -5.548 -3.219
H 1.279 -4.420 -5.017
H -0.141 -2.477 -5.647
H -0.510 -0.652 -3.994
H 3.717 -1.651 3.265
H 6.079 -0.915 3.558
H 7.064 0.695 1.960
H 5.708 1.573 0.084
H 3.363 0.845 -0.201
N -7.009 -2.037 0.563
C -5.925 -1.714 0.351
C -4.571 -1.314 0.086
C -4.269 -0.557 -1.047
C -2.960 -0.174 -1.285
C -1.900 -0.515 -0.430
C -2.245 -1.288 0.688
C -3.546 -1.684 0.958
H -5.068 -0.272 -1.721
H -2.753 0.427 -2.167
H -1.469 -1.583 1.391
H -3.782 -2.273 1.837
O 0.914 3.564 -3.020
Se 1.116 1.978 -2.951
O 1.794 1.503 -1.480
O -0.349 1.187 -2.653
O 1.872 1.290 -4.184
*
```

Output
* ΔE to the lowest compared entry with this formula, charge and spin: 0.0 kcal/mol
* energy: -5413.06355 a.u.
* HOMO level: -6.07 eV
* gap between HOMO and LUMO: 8.04 eV
* LUMO: 1.97 eV